(1)
Density functional theory data (the ωB97M-V functional and the def2-TZVPD basis) for C5H6N2O as an isolated structure.

Cartesian coordinates (Å):
C 0.02 0.37 -2.22
H 0.22 1.68 1.03
C -0.04 -2.03 1.46
C 0.10 1.75 -0.13
C 0.10 -3.10 2.14
N 0.24 -0.53 -0.14
O -0.03 2.89 -0.41
H 1.09 1.40 -2.87
H -1.18 0.47 -2.78
H -0.95 0.02 1.62
N -0.12 0.57 -0.84
H 0.45 -0.93 -2.30
C -0.34 -0.67 0.92
H 0.69 -4.02 2.43

For the strongest force on any atom, the calculation gives 6.47 eV/Å. The spin multiplicity is 1. Its HOMO-LUMO gap is 9.521 eV. The charge is 0. The calculation puts the LUMO energy at 0.20 eV. As for the HOMO energy: -0.3425 Ha. The value obtained for the total energy is -378.5701 hartree. The energy above the lowest of the compared OMol25 structures with the same formula, charge and spin is 789.9 kJ/mol.

These are the Löwdin partial charges, in e, on atoms 1 to 5: -0.135 0.150 -0.087 -0.355 0.086

***

(2)
Density functional theory data (the ωB97M-V functional and the def2-TZVPD basis) for an isolated ion of composition C4H12NSi and charge +1.

Cartesian coordinates (Å):
H -2.13 0.65 0.30
H 2.28 -1.30 0.30
Si -0.16 -0.04 1.92
C -1.13 -0.15 -2.09
C 1.74 0.26 1.54
H 0.53 -0.40 -0.82
H -0.24 0.24 -2.64
H -0.11 -1.59 1.74
H -0.62 -1.32 -0.30
N -0.57 -0.39 -0.73
H -1.57 -1.11 -2.58
C 2.62 -0.39 0.81
C -1.03 0.60 0.31
H 2.02 1.21 1.88
H 3.54 -0.02 0.55
H -0.80 0.50 3.18
H -1.76 0.74 -2.09
H -0.58 1.60 -0.02

For the strongest force on any atom, the calculation gives 3.48 eV/Å. The spin multiplicity is 1. Its HOMO-LUMO gap is 11.177 eV. The SMILES is C=C[SiH2]C[NH2+]C. The charge is +1. The calculation puts the LUMO energy at -3.18 eV. As for the HOMO energy: -0.5275 Ha. The value obtained for the total energy is -503.5229 hartree. The energy above the lowest of the compared OMol25 structures with the same formula, charge and spin is 140.0 kJ/mol.

These are the Löwdin partial charges, in e, on atoms 1 to 5: 0.100 0.063 0.766 -0.017 -0.291

***

(3)
Density functional theory data (the ωB97M-V functional and the def2-TZVPD basis) for a 3-piece molecular cluster, C10H27B2NO11S2 overall.

Cartesian coordinates (Å):
C 1.95 -2.04 1.87
H -2.38 -0.14 -1.13
H -0.23 3.17 -1.06
S 2.99 0.53 0.15
O -4.12 -4.23 -1.70
C -2.42 -1.21 -1.07
C -0.17 3.44 -0.01
H -1.16 3.61 0.40
H 1.22 -2.52 2.51
H -0.51 -5.41 -2.10
O -0.10 5.83 -0.83
H 2.29 7.26 -1.04
H -1.72 -1.64 -1.77
O 3.28 0.02 1.63
O 3.05 -0.59 -0.75
B -1.11 -4.87 1.00
H 1.29 -0.01 2.27
C 4.43 1.51 -0.04
O -4.16 -5.59 0.78
H 0.63 -6.00 -0.88
O -3.80 -3.41 0.54
H -4.44 -3.88 -2.53
S 0.77 4.91 0.14
H 4.43 1.89 -1.06
O -1.24 -5.46 -0.20
H 0.15 7.61 0.22
H 0.31 -4.91 2.30
O 0.66 5.42 1.47
C -3.85 -1.72 -1.35
H 1.57 -2.05 0.85
H -2.10 -1.47 -0.07
H 1.39 7.21 -2.56
H 5.30 0.89 0.13
C -0.13 -5.27 -1.10
H 0.35 2.66 0.54
H -0.73 7.70 -1.29
O 1.83 1.37 0.17
H 0.27 -4.27 -1.05
N -2.35 -4.65 1.78
C 1.40 7.63 -1.55
H 2.88 -2.61 1.89
H 1.48 8.72 -1.62
C 2.20 -0.62 2.34
C -3.52 -4.65 0.98
H -4.51 -1.16 -0.71
C 0.13 7.25 -0.81
O 2.06 4.71 -0.45
B -3.93 -3.22 -0.83
O 0.09 -4.42 1.49
H -4.12 -1.64 -2.39
H 2.50 -0.62 3.39
H 4.39 2.34 0.66
H -2.47 -5.38 2.47

For the strongest force on any atom, the calculation gives 3.35 eV/Å. The spin multiplicity is 1. Its HOMO-LUMO gap is 10.090 eV. The SMILES is CCB(O)OC(=O)NB(O)OC.CCOS(C)(=O)=O.CCOS(C)(=O)=O. The charge is 0. The calculation puts the LUMO energy at 0.25 eV. As for the HOMO energy: -0.3615 Ha. The value obtained for the total energy is -2125.8964 hartree. The energy above the lowest of the compared OMol25 structures with the same formula, charge and spin is 48.7 kJ/mol.

These are the Löwdin partial charges, in e, on atoms 1 to 5: -0.076 0.065 0.082 0.585 0.215

***

(4)
Density functional theory data (the ωB97M-V functional and the def2-TZVPD basis) for a 4-piece molecular cluster, CH12N2O3 overall.

Cartesian coordinates (Å):
H -2.27 -0.80 0.24
H -0.23 0.16 -0.81
N -2.35 -0.15 -0.52
H -2.93 0.64 -0.41
H -1.83 -0.55 -3.12
H 2.20 -0.58 5.00
H 1.36 0.23 3.90
H -1.36 -1.75 -2.30
H 2.48 4.13 -2.17
H 0.04 -3.92 1.26
N -1.05 -0.80 -2.52
C -1.19 0.05 -1.32
O 1.57 4.12 -1.84
O 2.17 -0.20 4.13
O 0.39 -3.05 1.37
H 1.51 3.45 -1.17
H -0.20 -2.49 0.86
H -1.20 1.04 -1.81

For the strongest force on any atom, the calculation gives 2.26 eV/Å. The spin multiplicity is 1. Its HOMO-LUMO gap is 9.810 eV. The SMILES is NCN.O.O.O. The charge is 0. The calculation puts the LUMO energy at 0.46 eV. As for the HOMO energy: -0.3434 Ha. The value obtained for the total energy is -380.4830 hartree. The energy above the lowest of the compared OMol25 structures with the same formula, charge and spin is 124.6 kJ/mol.

These are the Löwdin partial charges, in e, on atoms 1 to 5: 0.056 0.097 0.010 0.055 0.048

***

(5)
Density functional theory data (the ωB97M-V functional and the def2-TZVPD basis) for a single CH5FN2 molecule.

Cartesian coordinates (Å):
N 1.15 0.75 0.21
H -1.18 -0.26 0.97
H 1.25 0.76 1.27
H -1.87 -0.01 -0.71
N 0.01 0.55 -0.36
H 0.23 0.61 -1.36
C -1.01 -0.38 -0.04
F 1.99 -0.56 0.21
H -0.57 -1.46 -0.19

For the strongest force on any atom, the calculation gives 3.14 eV/Å. The spin multiplicity is 1. Its HOMO-LUMO gap is 10.838 eV. The SMILES is CNNF. The charge is 0. The calculation puts the LUMO energy at 1.02 eV. As for the HOMO energy: -0.3606 Ha. The value obtained for the total energy is -250.3540 hartree. The energy above the lowest of the compared OMol25 structures with the same formula, charge and spin is 284.2 kJ/mol.

These are the Löwdin partial charges, in e, on atoms 1 to 5: -0.023 0.047 0.145 0.116 -0.194

***

(6)
Density functional theory data (the ωB97M-V functional and the def2-TZVPD basis) for a single C5H12O2 molecule.

Cartesian coordinates (Å):
H 1.80 -0.37 2.52
H 0.17 1.25 1.69
C 0.33 0.44 -0.35
O -1.51 -0.65 0.60
C -1.58 -0.21 -1.79
H -1.72 1.25 -0.19
H -2.40 -0.99 0.44
H 0.28 -1.39 0.12
H 1.49 1.90 0.79
H 1.98 -1.34 1.12
O 0.80 -0.89 -0.54
C -1.20 0.31 -0.41
C 0.95 0.95 0.96
H -2.64 -0.49 -1.84
C 1.96 -0.28 1.46
H -0.97 -1.08 -2.04
H 2.97 0.03 1.20
H -1.40 0.56 -2.55
H 0.69 1.00 -1.21

For the strongest force on any atom, the calculation gives 1.59 eV/Å. The spin multiplicity is 1. Its HOMO-LUMO gap is 10.585 eV. The SMILES is CC[C@@H](O)[C@@H](C)O. The charge is 0. The calculation puts the LUMO energy at 0.81 eV. As for the HOMO energy: -0.3591 Ha. The value obtained for the total energy is -348.1347 hartree. The energy above the lowest of the compared OMol25 structures with the same formula, charge and spin is 184.0 kJ/mol.

These are the Löwdin partial charges, in e, on atoms 1 to 5: 0.047 0.104 -0.364 -0.041 -0.045